1.
Here is a cluster of 12 separate species, C5H31NO13 in total from the Open Molecules 2025 dataset. Energies are from ωB97M-V/def2-TZVPD.

Values from the calculation:
- E_HOMO (eV) = -10.00
- SMILES string = CC(=O)NCCC=O.O.O.O.O.O.O.O.O.O.O.O
- E_LUMO (eV) = 0.06
- net charge = 0
- relative energy (zero: lowest compared OMol25 entry of this formula, charge and spin) (kJ/mol) = 221.06

Geometry (Å):
O (1.696, -1.342, -0.362)
O (-1.643, -0.897, 3.855)
O (-0.204, -0.922, -4.228)
O (0.484, -2.274, 3.309)
O (1.100, 0.062, 2.519)
O (-1.619, 0.246, 1.398)
O (2.118, 0.404, -3.805)
O (-0.713, 3.187, 0.387)
O (-2.051, -3.630, 2.636)
O (1.819, 2.338, 0.952)
O (2.431, 1.094, -1.245)
O (3.621, 0.876, 3.414)
O (-0.719, -2.472, 0.182)
N (-0.806, 0.962, -3.133)
C (-1.451, 1.599, -1.968)
C (-1.039, 0.871, -0.729)
C (-1.996, 0.906, 0.450)
C (-1.064, -0.259, -3.648)
C (-2.370, -0.867, -3.153)
H (3.057, 0.145, 3.101)
H (-1.628, -3.366, 1.815)
H (-2.586, 1.599, -2.090)
H (-0.781, -3.275, -0.355)
H (2.837, 0.085, -4.362)
H (-0.824, -0.146, -0.986)
H (0.091, -2.074, -0.214)
H (-2.117, -1.178, -2.134)
H (-1.457, -0.799, 2.884)
H (2.573, 2.517, 1.530)
H (-2.368, -2.923, 3.203)
H (-3.318, -0.307, -3.245)
H (0.107, 2.732, 0.699)
H (0.121, 1.327, -3.281)
H (-2.467, -1.927, -3.480)
H (2.171, 2.165, 0.057)
H (0.469, 0.596, 2.033)
H (1.627, -0.703, 0.359)
H (2.416, 0.843, -2.212)
H (-0.061, 1.264, -0.301)
H (-0.057, -2.303, 4.115)
H (3.069, 1.322, 4.066)
H (-3.004, 1.323, 0.479)
H (-0.313, 4.062, 0.279)
H (-0.073, -2.744, 2.682)
H (0.631, -0.740, 2.870)
H (2.081, -0.953, -1.145)
H (3.405, 1.110, -1.240)
H (-1.061, 2.619, -1.971)
H (1.366, -0.180, -4.082)
H (-1.504, 0.028, 4.093)

Atoms 1-2, force components in eV/Å:
O -0.5555 -1.2722 0.2256
O -0.0308 0.6157 -0.9922

---

2.
Here is a cluster of 3 separate species, C5H11NO in total from the Open Molecules 2025 dataset. Energies are from ωB97M-V/def2-TZVPD.

Values from the calculation:
- E_HOMO (spin up / spin down) (eV) = -5.64 / -6.75
- E_LUMO (spin up / spin down) (eV) = 0.59 / 0.60
- net charge = 0
- relative energy (zero: lowest compared OMol25 entry of this formula, charge and spin) (kJ/mol) = 720.79

Geometry (Å):
O (-0.909, 0.127, -1.089)
N (-2.011, -1.770, 0.949)
C (-0.684, -2.157, 0.751)
C (0.704, -0.228, 0.580)
C (1.689, 1.821, -0.435)
C (0.272, -0.374, -0.688)
C (0.839, 2.835, -0.539)
H (2.767, 2.001, -0.486)
H (1.135, 3.881, -0.675)
H (-0.155, -2.447, 1.652)
H (0.138, 0.342, 1.299)
H (-2.452, -1.376, 0.128)
H (-0.531, -2.835, -0.082)
H (-0.935, 0.182, -2.051)
H (0.875, -0.882, -1.429)
H (-0.242, 2.681, -0.489)
H (1.656, -0.642, 0.862)
H (-2.155, -1.160, 1.743)

Atoms 1-2, force components in eV/Å:
O -0.1629 0.0105 -0.1131
N -0.2872 0.1052 0.0439

---

3.
Here is a cluster of 2 separate species, CH5N2O3S in total from the Open Molecules 2025 dataset. Energies are from ωB97M-V/def2-TZVPD.

Values from the calculation:
- E_HOMO (spin up / spin down) (eV) = -14.40 / -14.40
- E_LUMO (spin up / spin down) (eV) = -5.52 / -5.52
- net charge = +1
- relative energy (zero: lowest compared OMol25 entry of this formula, charge and spin) (kJ/mol) = 30.10

Geometry (Å):
S (-1.684, -0.511, -0.590)
O (-1.816, 1.951, -0.107)
O (-1.965, -1.704, 0.109)
O (-2.064, 0.685, 0.464)
N (1.249, -1.401, 0.559)
N (1.520, 0.551, -0.643)
C (0.800, -0.435, -0.185)
H (0.619, -2.124, 0.879)
H (2.219, -1.473, 0.857)
H (-2.491, 2.529, 0.299)
H (2.517, 0.644, -0.458)
H (1.096, 1.289, -1.184)

Atoms 1-2, force components in eV/Å:
S 2.0857 1.5048 0.1916
O 0.5019 0.5102 -0.6617

---

4.
Here is a structure of composition C27H40BBrCoO3 from the Open Molecules 2025 dataset. Energies are from ωB97M-V/def2-TZVPD.

Values from the calculation:
- multiplicity = 5
- E_HOMO (spin up / spin down) (eV) = -10.63 / -11.82
- expectation value of S² = 6.0385
- E_LUMO (spin up / spin down) (eV) = -2.12 / -5.46
- net charge = +1

Geometry (Å):
Br (-2.108, -0.344, 1.127)
Co (0.340, -1.251, 1.044)
O (2.619, 0.327, 2.849)
O (0.371, 0.478, 3.206)
O (0.073, -0.882, -0.898)
C (2.915, -3.047, 1.831)
C (0.306, 2.479, 4.532)
C (0.522, -3.447, 1.959)
C (1.306, -1.385, -3.243)
C (0.481, -3.730, 0.589)
C (4.204, -2.664, 2.501)
C (2.856, -3.339, 0.468)
C (2.497, 1.165, 4.035)
C (-3.066, 0.798, -1.249)
C (-0.579, -1.616, -4.844)
C (0.960, 1.118, 4.379)
C (0.732, 0.535, -4.712)
C (1.661, -3.684, -0.147)
C (-4.108, 2.012, -4.744)
C (-2.063, 0.082, -0.716)
C (-0.904, -0.097, -2.913)
C (3.400, 0.566, 5.096)
C (-0.896, -0.352, -1.476)
C (-5.503, 1.481, -2.741)
C (-4.128, 1.991, -3.213)
C (1.732, -3.108, 2.564)
C (-3.026, 1.126, -2.634)
C (0.608, 0.244, 5.571)
C (-3.907, 3.420, -2.680)
C (3.005, 2.542, 3.643)
C (-1.951, 0.655, -3.404)
C (0.143, -0.632, -3.897)
B (1.382, 0.001, 2.370)
H (4.434, -3.351, 3.318)
H (-4.714, 4.066, -3.033)
H (-6.289, 2.041, -3.251)
H (0.410, 3.078, 3.628)
H (0.991, 0.667, 6.503)
H (4.434, 0.612, 4.753)
H (-4.959, 2.595, -5.098)
H (-2.960, 3.828, -3.040)
H (2.461, 2.930, 2.780)
H (1.653, -3.940, -1.200)
H (-1.012, -2.450, -4.285)
H (-3.885, 1.124, -0.622)
H (3.326, 1.127, 6.031)
H (1.983, -1.713, -4.034)
H (1.002, -0.766, 5.458)
H (0.140, -2.021, -5.558)
H (-1.949, 0.880, -4.459)
H (-1.380, -1.131, -5.406)
H (2.917, 3.252, 4.466)
H (-0.757, 2.345, 4.737)
H (-4.194, 1.008, -5.167)
H (1.186, 1.282, -4.056)
H (1.757, -2.908, 3.630)
H (-5.636, 0.423, -2.977)
H (4.058, 2.463, 3.368)
H (3.152, -0.477, 5.295)
H (4.120, -1.660, 2.919)
H (1.869, -0.764, -2.545)
H (-0.478, 0.179, 5.647)
H (-5.653, 1.619, -1.668)
H (0.745, 3.029, 5.368)
H (3.768, -3.308, -0.117)
H (1.508, 0.150, -5.376)
H (-3.902, 3.449, -1.587)
H (-0.357, -3.599, 2.573)
H (-3.206, 2.487, -5.137)
H (5.037, -2.678, 1.799)
H (0.957, -2.271, -2.708)
H (-0.013, 1.033, -5.335)
H (-0.440, -4.068, 0.132)

Atoms 1-2, force components in eV/Å:
Br -0.0277 -0.0331 0.0787
Co 0.5321 0.0806 0.1259

---

5.
Here is the ion C4H7N2O2 with charge +1 from the Open Molecules 2025 dataset. Energies are from ωB97M-V/def2-TZVPD.

Values from the calculation:
- E_HOMO (eV) = -15.17
- SMILES string = O=[N+]1C=CC[C@@H](O)N1
- E_LUMO (eV) = -6.78
- net charge = +1
- relative energy (zero: lowest compared OMol25 entry of this formula, charge and spin) (kJ/mol) = 544.87

Geometry (Å):
O (-0.420, 1.439, 1.135)
O (3.387, 0.229, -0.130)
N (1.191, 1.054, -0.668)
N (2.265, -0.074, -0.023)
C (-0.671, -0.424, -0.210)
C (1.651, -1.162, 0.297)
C (0.300, -1.398, 0.098)
C (-0.164, 1.060, -0.181)
H (2.440, -1.965, 0.399)
H (0.085, -2.447, 0.418)
H (-0.685, 1.511, -0.934)
H (-0.999, 2.312, 1.294)
H (1.692, 2.022, -0.611)
H (-1.014, -0.552, -1.176)
H (-1.657, -0.624, 0.375)

Atoms 1-2, force components in eV/Å:
O -1.3032 3.4360 0.8170
O 0.5474 -0.5468 0.4467

---

6.
Here is a structure of composition C48H36BrF4N4O3PRbS from the Open Molecules 2025 dataset. Energies are from ωB97M-V/def2-TZVPD.

Values from the calculation:
- E_HOMO (eV) = -10.49
- E_LUMO (eV) = -2.27
- net charge = +1

Geometry (Å):
Rb (-0.191, 0.089, 0.110)
Br (0.228, -3.561, 0.059)
S (-3.954, 0.797, 0.934)
P (2.986, -1.924, -0.025)
F (3.011, -7.884, 0.321)
F (0.703, -6.507, 0.353)
F (5.442, -3.971, -0.269)
F (5.359, -6.587, 0.003)
O (6.873, 3.022, 0.332)
O (0.178, 7.962, 0.980)
O (-2.582, 0.984, 0.338)
N (-2.251, -2.134, -0.504)
N (2.115, 2.013, 1.118)
N (-6.197, -2.632, 2.131)
N (0.117, 3.137, -0.456)
C (5.159, -1.623, 1.611)
C (-4.615, 4.365, 3.661)
C (4.244, -4.521, -0.072)
C (-5.160, 1.186, -0.323)
C (1.881, -4.469, 0.126)
C (-4.862, -2.877, -1.122)
C (5.976, 3.895, 1.007)
C (-7.044, 1.744, -2.252)
C (2.267, 3.244, 0.620)
C (-3.160, -2.279, 0.453)
C (5.550, -0.814, -0.620)
C (2.580, -2.539, -2.786)
C (-7.273, 0.720, -1.344)
C (4.625, 3.237, 1.047)
C (-3.232, 3.172, 2.092)
C (3.084, -3.762, -0.013)
C (4.226, -5.900, 0.053)
C (-4.919, 2.213, -1.224)
C (2.084, -0.842, -4.425)
C (6.835, -0.436, -0.249)
C (-4.481, -2.634, 0.191)
C (-2.630, -2.373, -1.765)
C (-3.440, 4.261, 2.931)
C (-5.592, 3.378, 3.566)
C (0.878, 5.292, 0.237)
C (-6.320, 0.428, -0.375)
C (4.705, -1.410, 0.308)
C (-4.220, 2.210, 1.998)
C (3.498, 3.881, 0.565)
C (-5.868, 2.488, -2.194)
C (2.232, 0.138, -3.450)
C (3.205, 1.402, 1.592)
C (7.292, -0.678, 1.038)
C (2.261, -2.176, -4.090)
C (3.030, -6.565, 0.210)
C (-1.243, 5.074, -0.815)
C (1.851, -5.843, 0.233)
C (-0.283, 5.889, -0.234)
C (-0.471, 7.385, -0.139)
C (-0.994, 3.715, -0.907)
C (1.039, 3.919, 0.112)
C (-5.440, -2.662, 1.265)
C (-5.395, 2.287, 2.734)
C (2.722, -1.568, -1.801)
C (4.471, 1.964, 1.576)
C (2.541, -0.226, -2.148)
C (6.454, -1.280, 1.970)
C (-3.914, -2.748, -2.120)
H (2.678, 0.547, -1.394)
H (5.900, 4.860, 0.504)
H (6.806, -1.472, 2.977)
H (7.483, 0.043, -0.973)
H (2.159, -2.943, -4.849)
H (4.500, -2.082, 2.343)
H (-2.321, 3.069, 1.515)
H (5.322, 1.408, 1.950)
H (-4.167, -2.926, -3.156)
H (5.215, -0.650, -1.637)
H (1.839, -0.563, -5.442)
H (-8.189, 0.144, -1.391)
H (-2.847, -2.086, 1.474)
H (-4.770, 5.212, 4.318)
H (3.583, 4.866, 0.121)
H (-7.785, 1.965, -3.011)
H (-5.698, 3.289, -2.903)
H (-1.861, -2.263, -2.523)
H (-1.537, 7.626, -0.164)
H (-6.484, -0.373, 0.340)
H (6.309, 4.075, 2.033)
H (2.113, 1.184, -3.706)
H (-2.677, 5.025, 3.019)
H (-1.722, 3.048, -1.358)
H (2.718, -3.586, -2.546)
H (1.632, 5.898, 0.724)
H (-0.018, 7.849, -1.015)
H (3.059, 0.408, 1.998)
H (-6.504, 3.456, 4.144)
H (-0.304, 7.731, 1.780)
H (-5.884, -3.154, -1.350)
H (-2.172, 5.490, -1.189)
H (7.727, 3.459, 0.258)
H (8.298, -0.392, 1.318)
H (-4.003, 2.788, -1.154)
H (-6.149, 1.509, 2.657)

Atoms 1-2, force components in eV/Å:
Rb 0.7563 -0.0203 -0.0598
Br -0.0103 -0.1647 -0.0006

---

7.
Here is a cluster of 2 separate species, C2H10N2O in total from the Open Molecules 2025 dataset. Energies are from ωB97M-V/def2-TZVPD.

Values from the calculation:
- E_HOMO (eV) = -8.63
- SMILES string = CNCN.O
- E_LUMO (eV) = 0.76
- net charge = 0
- relative energy (zero: lowest compared OMol25 entry of this formula, charge and spin) (kJ/mol) = 75.98

Geometry (Å):
O (2.822, -0.820, 0.707)
N (-0.308, -0.136, -0.550)
N (-2.431, -0.194, 0.679)
C (0.384, 1.075, -0.851)
C (-0.976, -0.320, 0.724)
H (-2.786, -1.026, 0.217)
H (2.530, -1.584, 0.228)
H (2.788, -0.077, 0.123)
H (1.410, 1.141, -0.462)
H (-2.575, 0.531, -0.022)
H (-0.095, 1.975, -0.432)
H (-0.607, -1.271, 1.117)
H (-0.018, -0.964, -1.038)
H (0.445, 1.282, -1.912)
H (-0.582, 0.387, 1.472)

Atoms 1-2, force components in eV/Å:
O 0.3992 -0.1719 1.2014
N -0.6008 0.3238 -0.0458

---

8.
Here is a structure of composition C36H41P3S2Se4Ta from the Open Molecules 2025 dataset. Energies are from ωB97M-V/def2-TZVPD.

Values from the calculation:
- E_HOMO (eV) = -15.23
- E_LUMO (eV) = -8.66
- net charge = +3
- relative energy (zero: lowest compared OMol25 entry of this formula, charge and spin) (kJ/mol) = 220.84

Geometry (Å):
Ta (0.535, -2.057, -0.322)
Se (3.182, -2.539, 0.326)
Se (-2.014, -2.315, -0.109)
Se (0.276, -2.545, 2.487)
Se (0.119, -2.518, -2.882)
S (-1.956, 8.239, -0.632)
S (0.849, 0.063, -0.238)
P (-0.568, 7.902, 0.545)
P (0.786, -4.916, -0.012)
P (-1.984, -1.781, -2.274)
C (-2.410, 6.623, 3.951)
C (-4.742, -4.337, -4.802)
C (-0.220, 7.446, 4.506)
C (-0.780, -5.744, 0.213)
C (-3.086, -2.786, -3.273)
C (2.054, 7.078, 0.358)
C (3.160, -6.524, 3.595)
C (1.785, -6.421, 3.596)
C (-3.008, 1.662, -4.130)
C (2.263, 8.163, -2.200)
C (1.152, 8.442, -1.453)
C (-2.565, 0.776, -1.539)
C (-1.447, 6.933, 4.902)
C (2.163, -2.546, 2.947)
C (1.722, -5.542, 1.371)
C (-2.285, -0.086, -2.620)
C (3.290, 7.359, -1.702)
C (3.209, 6.826, -0.438)
C (-5.160, -3.034, -4.399)
C (-3.289, 2.488, -3.073)
C (4.354, -1.202, -0.425)
C (-2.068, 6.847, 2.597)
C (0.110, 7.781, 3.235)
C (-2.715, -4.109, -3.584)
C (1.020, 7.849, -0.171)
C (-4.333, -2.244, -3.591)
C (-3.052, 1.988, -1.790)
C (1.128, -5.967, 2.507)
C (3.222, -1.742, 2.093)
C (-2.555, 0.398, -3.877)
C (3.115, -5.582, 1.329)
C (1.560, -5.754, -1.419)
C (-0.393, -0.778, 3.091)
C (-3.516, -4.818, -4.412)
C (-0.772, 7.365, 2.221)
C (3.808, -6.122, 2.425)
H (2.465, -3.586, 2.915)
H (-3.789, 3.461, -3.296)
H (1.550, -6.892, -1.367)
H (-2.690, 6.623, 1.742)
H (4.394, -1.283, -1.478)
H (2.651, -5.618, -1.418)
H (-3.375, 6.316, 4.195)
H (0.383, 9.000, -1.962)
H (1.269, -6.818, 4.455)
H (0.011, -6.029, 2.596)
H (4.189, 7.102, -2.270)
H (2.021, 6.576, 1.332)
H (-1.134, -5.749, -0.824)
H (1.160, -5.488, -2.397)
H (-2.431, 0.469, -0.540)
H (-5.392, -4.921, -5.413)
H (-3.084, -5.789, -4.774)
H (3.688, -5.315, 0.432)
H (2.980, -0.674, 1.996)
H (3.889, 6.049, -0.137)
H (-2.510, -0.315, -4.754)
H (-1.301, -0.577, 2.538)
H (-3.283, 1.919, -5.155)
H (-0.617, -1.022, 4.121)
H (-0.713, -6.788, 0.527)
H (4.059, -0.252, -0.049)
H (0.523, 7.580, 5.302)
H (-6.196, -2.611, -4.543)
H (-4.694, -1.278, -3.239)
H (-1.724, -4.530, -3.367)
H (-1.545, -5.158, 0.720)
H (2.345, 8.649, -3.148)
H (5.295, -1.536, 0.040)
H (1.072, 8.259, 2.983)
H (4.884, -6.200, 2.494)
H (-3.346, 2.550, -0.936)
H (2.237, -2.197, 3.940)
H (-1.589, 6.759, 5.932)
H (0.448, -0.022, 3.052)
H (4.282, -1.934, 2.419)
H (3.670, -6.949, 4.409)

Atoms 1-2, force components in eV/Å:
Ta -0.0883 -0.5904 -0.4880
Se -0.4183 0.1480 -0.4511

---

9.
Here is the ion C6H11N2O2S2 with charge +1 from the Open Molecules 2025 dataset. Energies are from ωB97M-V/def2-TZVPD.

Values from the calculation:
- E_HOMO (eV) = -12.67
- SMILES string = Cc1csc(C[NH3+])c1S(N)(=O)=O
- E_LUMO (eV) = -3.68
- net charge = +1
- relative energy (zero: lowest compared OMol25 entry of this formula, charge and spin) (kJ/mol) = 149.52

Geometry (Å):
S (-1.563, -0.025, -0.059)
S (2.874, 0.270, -0.060)
O (-2.224, 0.591, -1.149)
O (-1.663, -1.510, -0.071)
N (0.494, -2.731, -0.730)
N (-2.255, 0.695, 1.294)
C (0.654, 1.580, -0.418)
C (1.401, -0.617, 0.163)
C (2.012, 1.686, -0.296)
C (1.391, -2.139, 0.258)
C (0.236, 0.343, -0.101)
C (-0.218, 2.790, -0.664)
H (-2.130, 0.430, 2.225)
H (-3.174, 1.111, 1.232)
H (0.352, 3.418, -1.552)
H (0.655, -3.801, -0.798)
H (-0.521, -2.400, -0.533)
H (0.756, -2.193, -1.609)
H (1.102, -2.379, 1.252)
H (2.389, -2.369, 0.132)
H (-0.272, 3.491, 0.182)
H (-1.302, 2.427, -0.962)
H (2.424, 2.643, -0.569)

Atoms 1-2, force components in eV/Å:
S -0.3021 -1.4658 0.9390
S -1.6585 -0.5170 0.4088

---

10.
Here is a cluster of 2 separate species, C8H14NO3 in total from the Open Molecules 2025 dataset. Energies are from ωB97M-V/def2-TZVPD.

Values from the calculation:
- E_HOMO (spin up / spin down) (eV) = -12.57 / -12.29
- E_LUMO (spin up / spin down) (eV) = -4.26 / -4.77
- net charge = +1
- relative energy (zero: lowest compared OMol25 entry of this formula, charge and spin) (kJ/mol) = 119.34

Geometry (Å):
O (-2.202, -0.678, -0.549)
O (-1.161, -1.344, 1.355)
O (-1.424, 2.764, -0.434)
N (1.142, -0.274, 0.740)
C (2.145, -0.798, -0.223)
C (1.960, 0.092, -1.452)
C (-3.375, -1.396, -0.165)
C (1.644, 0.864, 1.528)
C (0.443, 0.354, -1.491)
C (-0.011, 0.025, -0.111)
C (-1.174, -0.744, 0.291)
C (-1.360, 2.148, 0.539)
H (1.911, 1.685, 0.867)
H (-4.130, -1.152, -0.907)
H (-1.726, 2.128, 1.559)
H (3.148, -0.769, 0.198)
H (1.885, -1.830, -0.460)
H (0.878, 1.195, 2.225)
H (-3.696, -1.093, 0.833)
H (2.311, -0.400, -2.354)
H (-0.071, -0.281, -2.215)
H (2.523, 0.560, 2.094)
H (0.792, -0.998, 1.404)
H (0.211, 1.389, -1.767)
H (-3.178, -2.469, -0.161)
H (2.516, 1.023, -1.345)

Atoms 1-2, force components in eV/Å:
O 0.5261 0.2506 -0.0988
O -0.2789 -0.1785 -0.0076